Entry 1:
A 2-piece molecular cluster, C2H8N6O overall at a distorted geometry, computed with wB97M-V/def2-TZVPD.

Results
HOMO level (eV): -7.884
Strongest force on any atom (eV Å⁻¹): 2.69
Kohn-Sham gap (eV): 8.7
Energy relative to the best compared isomer or geometry (same formula, charge and spin) (kcal/mol): 75.6

CARTESIAN COORDINATES (ANGSTROEM)
N1 -0.700 0.097 0.626
C1 1.907 1.356 -0.076
C2 0.380 -0.723 0.206
N2 -1.466 0.911 -0.220
N3 -1.337 -0.274 1.815
N4 1.014 -1.390 1.216
O1 0.028 -0.376 -2.060
N5 0.669 -1.087 -0.995
N6 1.726 1.837 -1.124
H1 0.422 -0.787 -2.833
H2 -0.870 1.626 -0.630
H3 -1.874 0.366 -0.982
H4 -2.286 -0.611 1.627
H5 -1.408 0.538 2.431
H6 1.471 -2.247 0.957
H7 0.580 -1.360 2.124
H8 1.746 2.123 -2.082

=====

Entry 2:
An isolated ion of composition C7H7F9N3O2S and charge +1 at a distorted geometry, computed with wB97M-V/def2-TZVPD.

Results
Total charge: +1
HOMO level (eV): -14.824
Strongest force on any atom (eV Å⁻¹): 7.86
Structure (SMILES): NC1=[NH+][C@H](S(=O)(=O)C(F)(F)C(F)(F)C(F)(F)C(F)(F)F)CN1
Kohn-Sham gap (eV): 9.4

CARTESIAN COORDINATES (ANGSTROEM)
N1 0.150 -3.579 1.565
C1 -0.274 -2.927 0.455
N2 -0.643 -1.534 0.483
C2 -0.384 -0.907 -0.859
S1 -1.526 0.494 -1.246
O1 -1.529 0.801 -2.721
O2 -2.902 0.072 -0.782
C3 -1.141 2.078 -0.341
F1 -1.530 1.945 1.010
F2 -2.016 3.044 -0.881
C4 0.371 2.606 -0.512
F3 0.256 3.859 -1.167
F4 1.124 1.810 -1.415
C5 1.131 2.906 0.855
F5 0.480 3.873 1.646
F6 2.361 3.511 0.490
C6 1.509 1.629 1.733
F7 1.705 0.448 1.010
F8 2.748 1.917 2.344
F9 0.632 1.385 2.801
C7 -0.569 -2.242 -1.753
N3 -0.412 -3.449 -0.891
H1 -0.466 -4.278 1.995
H2 1.049 -3.386 2.024
H3 -0.319 -0.991 1.298
H4 0.714 -0.670 -1.060
H5 0.391 -2.272 -2.384
H6 -1.377 -2.212 -2.547
H7 0.468 -3.931 -1.150

=====

Entry 3:
C30H22F6I2N4O4P2ReS3Se2 as an isolated structure at a distorted geometry, computed with wB97M-V/def2-TZVPD.

Results
Total charge: +1
HOMO level (spin up / spin down) (eV): -10.465 / -10.465
Strongest force on any atom (eV Å⁻¹): 1.19
Kohn-Sham gap (spin up / spin down) (eV): 4.7 / 4.7
Energy relative to the best compared isomer or geometry (same formula, charge and spin) (kcal/mol): 20.0

CARTESIAN COORDINATES (ANGSTROEM)
Re1 1.307 -0.550 0.287
F1 1.549 -1.541 3.244
C1 0.504 -1.009 3.876
F2 0.856 -0.660 5.097
F3 -0.493 -1.877 3.914
S1 -0.061 0.473 2.921
O1 -0.368 -0.110 1.578
O2 -1.139 1.097 3.587
N1 1.305 1.205 2.848
S2 1.859 2.206 1.785
O3 1.776 1.592 0.443
O4 1.450 3.557 1.875
C2 3.652 2.118 2.226
F4 4.139 0.925 1.897
F5 3.822 2.335 3.514
F6 4.268 3.057 1.519
I1 -3.435 0.147 -0.742
C3 -3.471 2.120 0.041
I2 -1.576 3.058 0.118
H1 -3.863 2.070 1.049
H2 -4.110 2.715 -0.598
Se1 1.953 -6.169 -2.786
P1 0.372 -6.163 -1.418
C4 -1.276 -6.536 -2.069
C5 -1.423 -7.141 -3.311
C6 -2.690 -7.474 -3.771
C7 -3.802 -7.204 -2.990
C8 -3.659 -6.588 -1.750
C9 -2.398 -6.256 -1.289
C10 0.603 -7.308 -0.038
C11 1.814 -7.248 0.652
C12 2.083 -8.144 1.667
C13 1.150 -9.119 1.997
C14 -0.046 -9.196 1.304
C15 -0.322 -8.293 0.287
C16 0.207 -4.532 -0.621
C17 0.364 -3.208 -1.072
N2 0.580 -2.490 0.070
N3 0.550 -3.281 1.114
N4 0.329 -4.504 0.716
P2 0.242 -2.230 -2.563
Se2 0.368 -0.107 -1.749
C18 1.498 -2.436 -3.820
C19 1.312 -3.431 -4.781
C20 2.240 -3.585 -5.796
C21 3.345 -2.750 -5.859
C22 3.524 -1.749 -4.912
C23 2.599 -1.587 -3.896
C24 -1.370 -2.297 -3.359
C25 -1.939 -1.143 -3.894
C26 -3.139 -1.220 -4.581
C27 -3.772 -2.445 -4.743
C28 -3.205 -3.596 -4.219
C29 -2.007 -3.524 -3.526
H3 -0.538 -7.353 -3.900
H4 -2.805 -7.954 -4.734
H5 -4.788 -7.474 -3.345
H6 -4.530 -6.379 -1.144
H7 -2.285 -5.783 -0.320
H8 2.551 -6.504 0.377
H9 3.023 -8.090 2.199
H10 1.363 -9.823 2.790
H11 -0.768 -9.964 1.545
H12 -1.256 -8.382 -0.250
H13 0.450 -4.083 -4.752
H14 2.101 -4.364 -6.532
H15 4.068 -2.871 -6.654
H16 4.376 -1.088 -4.973
H17 2.746 -0.795 -3.172
H18 -1.474 -0.170 -3.795
H19 -3.578 -0.319 -4.984
H20 -4.711 -2.500 -5.277
H21 -3.689 -4.554 -4.341
H22 -1.583 -4.430 -3.120
S3 4.176 -2.158 -0.704
C30 2.932 -1.368 -0.289

=====

Entry 4:
C39H50BaN10O5PS3 as an isolated structure, computed with wB97M-V/def2-TZVPD.

Results
Total charge: -1
HOMO level (eV): -3.747
Strongest force on any atom (eV Å⁻¹): 0.56
Kohn-Sham gap (eV): 5.6
Energy relative to the best compared isomer or geometry (same formula, charge and spin) (kcal/mol): 0.0

CARTESIAN COORDINATES (ANGSTROEM)
Ba1 -0.764 -0.114 0.075
C1 -5.269 1.476 1.439
C2 -4.228 0.406 1.117
O1 -3.069 0.845 0.806
C3 -4.627 -0.911 1.199
C4 -3.887 -2.122 0.910
C5 -4.630 -3.408 1.204
N1 -2.677 -2.146 0.445
N2 -2.176 -3.457 0.327
C6 -1.000 -3.524 -0.237
O2 -0.267 -2.591 -0.712
C7 -0.430 -4.926 -0.272
C8 0.895 -5.110 -0.649
C9 1.464 -6.377 -0.673
C10 0.706 -7.485 -0.324
C11 -0.622 -7.312 0.052
C12 -1.184 -6.045 0.081
H1 -4.780 2.449 1.460
H2 -5.740 1.297 2.408
H3 -6.062 1.492 0.687
H4 -5.656 -1.067 1.501
H5 -5.651 -3.196 1.520
H6 -4.117 -3.974 1.983
H7 -4.643 -4.055 0.327
H8 1.464 -4.229 -0.915
H9 2.501 -6.501 -0.966
H10 1.144 -8.476 -0.344
H11 -1.222 -8.171 0.327
H12 -2.212 -5.894 0.380
N3 -4.012 -1.613 6.674
C13 -2.698 -1.883 6.634
S1 -1.873 -2.573 7.872
C14 -2.060 -1.494 5.342
C15 -1.179 -2.352 4.704
C16 -0.685 -1.979 3.464
N4 -0.991 -0.825 2.876
C17 -1.808 0.014 3.510
C18 -2.374 -0.283 4.740
H13 -4.533 -1.881 7.492
H14 -4.507 -1.337 5.842
H15 -0.910 -3.299 5.149
H16 -0.043 -2.649 2.902
H17 -2.041 0.936 2.989
H18 -3.039 0.433 5.204
O3 1.862 -0.181 -0.101
P1 2.930 0.007 -1.122
N5 3.953 1.219 -0.693
C19 5.331 1.388 -1.170
C20 5.557 2.900 -1.101
C21 4.621 3.347 0.022
C22 3.384 2.494 -0.220
N6 3.933 -1.309 -1.288
C23 3.505 -2.383 -2.199
C24 4.534 -3.469 -1.936
C25 4.753 -3.392 -0.419
C26 4.406 -1.940 -0.036
N7 2.332 0.336 -2.613
C27 3.031 1.147 -3.613
C28 1.926 1.511 -4.594
C29 1.064 0.251 -4.617
C30 1.099 -0.248 -3.171
H19 5.466 0.992 -2.178
H20 6.028 0.855 -0.515
H21 5.249 3.366 -2.041
H22 6.603 3.153 -0.927
H23 4.394 4.413 -0.001
H24 5.057 3.107 0.995
H25 2.742 2.949 -0.984
H26 2.780 2.333 0.672
H27 3.507 -2.027 -3.230
H28 2.495 -2.735 -1.956
H29 5.457 -3.232 -2.469
H30 4.191 -4.451 -2.262
H31 5.773 -3.652 -0.139
H32 4.084 -4.083 0.096
H33 5.266 -1.388 0.350
H34 3.620 -1.912 0.723
H35 3.826 0.571 -4.110
H36 3.484 2.025 -3.150
H37 2.318 1.781 -5.576
H38 1.349 2.347 -4.200
H39 1.502 -0.500 -5.281
H40 0.044 0.451 -4.939
H41 1.097 -1.338 -3.113
H42 0.228 0.115 -2.628
N8 -5.432 6.645 -1.067
C31 -4.285 5.872 -1.282
C32 -3.203 6.391 -1.989
C33 -2.087 5.606 -2.232
C34 -2.046 4.296 -1.780
C35 -3.118 3.769 -1.065
C36 -4.228 4.555 -0.823
S2 -0.642 3.283 -2.118
O4 -1.022 2.307 -3.117
O5 0.437 4.193 -2.462
N9 -0.379 2.464 -0.793
C37 0.074 3.043 0.342
S3 0.664 4.688 0.512
C38 0.966 4.387 2.180
C39 0.639 3.112 2.486
N10 0.129 2.354 1.464
H43 -5.268 7.639 -1.052
H44 -5.989 6.350 -0.281
H45 -3.234 7.415 -2.344
H46 -1.234 6.006 -2.763
H47 -3.077 2.759 -0.666
H48 -5.062 4.145 -0.264
H49 1.363 5.149 2.830
H50 0.742 2.664 3.465

=====

Entry 5:
One molecule with the formula C27H26FN5O3 at a distorted geometry, computed with wB97M-V/def2-TZVPD.

Results
HOMO level (eV): -8.390
Strongest force on any atom (eV Å⁻¹): 1.29
Structure (SMILES): CCOc1ccc([C@@H](C(=O)Nc2ccc(F)cc2)N(C(=O)Cn2nnc3ccccc32)C2CC2)cc1
Kohn-Sham gap (eV): 8.8

CARTESIAN COORDINATES (ANGSTROEM)
C1 -4.578 -2.837 -4.561
C2 -3.325 -2.580 -3.739
O1 -3.721 -1.934 -2.545
C3 -2.779 -1.626 -1.619
C4 -3.253 -1.042 -0.442
C5 -2.380 -0.703 0.566
C6 -1.012 -0.931 0.432
C7 -0.086 -0.444 1.527
C8 1.217 -1.252 1.614
O2 1.199 -2.460 1.555
N1 2.317 -0.496 1.864
C9 3.646 -0.903 1.996
C10 4.031 -2.241 1.998
C11 5.362 -2.578 2.149
C12 6.302 -1.576 2.301
F1 7.603 -1.905 2.454
C13 5.945 -0.240 2.303
C14 4.613 0.091 2.150
N2 0.084 1.009 1.373
C15 0.557 1.471 0.186
O3 1.259 0.807 -0.548
C16 0.061 2.859 -0.240
N3 -1.292 2.672 -0.684
N4 -2.346 3.029 0.065
N5 -3.430 2.691 -0.499
C17 -3.142 2.069 -1.676
C18 -3.955 1.531 -2.673
C19 -3.325 0.979 -3.761
C20 -1.926 0.937 -3.869
C21 -1.101 1.458 -2.900
C22 -1.732 2.037 -1.806
C23 -0.594 1.850 2.316
C24 -0.261 1.678 3.768
C25 0.200 2.901 3.039
C26 -0.542 -1.496 -0.741
C27 -1.414 -1.848 -1.758
H1 -4.316 -3.326 -5.495
H2 -5.080 -1.898 -4.776
H3 -5.262 -3.472 -4.005
H4 -2.824 -3.530 -3.504
H5 -2.626 -1.943 -4.298
H6 -4.312 -0.865 -0.344
H7 -2.766 -0.255 1.471
H8 -0.585 -0.596 2.491
H9 2.188 0.506 1.833
H10 3.285 -3.009 1.875
H11 5.675 -3.610 2.150
H12 6.700 0.520 2.421
H13 4.319 1.131 2.143
H14 0.059 3.587 0.569
H15 0.677 3.208 -1.073
H16 -5.028 1.556 -2.581
H17 -3.916 0.560 -4.561
H18 -1.485 0.483 -4.745
H19 -0.027 1.411 -2.972
H20 -1.621 2.094 2.057
H21 -1.061 1.773 4.485
H22 0.484 0.945 4.040
H23 -0.280 3.845 3.248
H24 1.254 2.986 2.818
H25 0.514 -1.668 -0.871
H26 -1.012 -2.291 -2.654

=====

Entry 6:
A 2-piece molecular cluster, C6H15N2O2 overall at a distorted geometry, computed with wB97M-V/def2-TZVPD.

Results
Total charge: +1
HOMO level (spin up / spin down) (eV): -9.475 / -14.629
Strongest force on any atom (eV Å⁻¹): 4.46
Kohn-Sham gap (spin up / spin down) (eV): 6.2 / 7.3
Energy relative to the best compared isomer or geometry (same formula, charge and spin) (kcal/mol): 60.2
⟨S²⟩: 2.010
2S+1: 3

CARTESIAN COORDINATES (ANGSTROEM)
C1 0.545 1.623 -0.284
C2 -1.266 -2.203 -1.231
C3 1.273 -1.111 0.052
C4 -0.873 -0.546 2.251
C5 -0.782 -0.725 -1.369
C6 -0.033 -0.512 -0.087
N1 1.682 2.044 -0.680
N2 -0.437 2.312 0.277
O1 2.129 3.406 -0.725
O2 -0.968 -0.455 0.839
H1 -0.610 -2.871 -1.644
H2 -2.287 -2.259 -1.731
H3 -1.453 -2.487 -0.101
H4 2.135 -0.583 0.579
H5 1.375 -2.095 0.495
H6 1.691 -1.424 -0.917
H7 -0.867 -1.570 2.554
H8 -1.806 -0.094 2.563
H9 -0.058 -0.128 2.660
H10 -0.283 -0.447 -2.347
H11 -1.624 0.010 -1.369
H12 2.416 1.422 -0.695
H13 -1.253 1.736 0.404
H14 -0.474 3.296 0.330
H15 1.826 3.663 0.177